The following is a DFT calculation (wB97M-V/def2-TZVPD) of 13 unconnected molecules or ions with the total composition C84H203N13O24.

- orbital gap (eV) = 8.4211
- DFT total energy (eV) = -158888.230
- energy above the lowest of the compared OMol25 structures with the same formula, charge and spin (eV) = 0.000

```
! RIJCOSX wB97M-V def2-TZVPD def2/J DEFGRID3
* xyz 0 1
O -2.751 -6.610 0.462
O 0.186 -3.706 3.383
O 3.885 0.310 2.430
O -7.676 -1.077 -2.913
O 3.832 4.620 3.267
O 0.760 -6.012 -4.482
O -2.558 2.972 -3.948
O -0.216 3.223 -0.237
O 4.468 -3.299 5.277
O -3.064 7.794 -3.455
O 3.197 -4.364 0.547
O 3.178 -0.283 -2.134
O -5.259 5.859 4.012
O 6.159 -4.280 -2.887
O -0.223 4.928 4.253
O -3.961 -3.809 -5.729
O -2.099 -1.356 -1.089
O 1.773 -8.471 -0.057
O -6.238 -1.938 3.642
O -5.668 2.932 -0.122
O 8.957 -4.487 3.187
O 0.284 8.961 -5.994
O 0.746 0.177 5.027
O 4.863 6.121 -2.837
N -5.031 -1.253 3.428
N -1.238 -8.526 -1.014
N 1.610 -4.187 5.713
N -6.967 4.466 1.909
N 3.503 0.108 -3.411
N 5.079 -2.385 0.168
N 1.107 2.972 6.229
N -2.083 -5.957 -4.428
N -4.704 0.793 -4.273
N 5.577 -5.147 1.850
N 0.453 0.453 -1.000
N -0.342 8.001 -2.587
N 3.641 6.227 0.051
C -4.678 -0.358 4.525
C -0.215 9.074 -3.578
C 1.142 -8.857 -1.293
C 3.236 5.251 1.041
C -1.195 3.450 -3.999
C 4.003 -4.074 6.346
C 3.547 -0.309 -5.838
C 0.834 1.445 4.335
C 5.540 6.778 -3.911
C 1.263 1.405 -0.247
C -3.401 1.099 2.898
C -7.040 3.078 -0.072
C -7.275 4.590 3.309
C -2.590 1.709 -3.295
C 1.410 -0.817 -4.590
C 4.970 -0.987 0.689
C -6.659 5.749 4.051
C -7.541 3.278 1.351
C 4.681 2.109 -2.509
C 7.492 -3.846 -2.819
C 3.035 6.025 -1.193
C -2.898 -5.315 1.061
C 2.039 -0.491 4.989
C 2.136 -4.279 -0.412
C -0.510 -4.047 4.506
C 4.667 1.485 2.404
C 0.900 8.859 -4.740
C 7.967 -4.867 2.263
C 6.528 -4.874 2.942
C -4.466 7.672 -3.634
C 3.696 1.595 -3.608
C 0.451 2.394 0.636
C 3.599 1.200 -6.135
C 5.393 -3.948 -1.686
C 3.887 5.680 2.316
C 2.091 -6.341 -4.037
C 3.525 -2.136 -4.186
C 5.548 -2.436 -1.240
C 0.424 -4.962 5.398
C -1.325 -4.699 -4.671
C -5.006 4.065 -0.631
C -8.160 -1.754 -1.766
C -2.462 -7.916 -1.597
C 4.259 -5.233 2.494
C -6.151 0.431 -4.091
C 4.518 -0.937 2.076
C -4.437 -1.192 5.854
C -2.850 -2.268 -1.842
C -4.335 -4.926 -5.085
C -0.184 7.831 -6.553
C 4.378 1.873 -4.990
C 5.220 -2.183 5.656
C -1.372 3.890 0.308
C -4.567 4.757 4.516
C -3.299 -6.061 -5.324
C -0.380 4.938 5.696
C 1.639 2.575 4.923
C 0.871 -8.266 1.050
C -0.074 -8.048 -1.727
C -4.750 -2.669 -5.332
C 2.932 -0.719 -4.467
C 4.619 4.950 4.359
C -2.805 -6.487 -0.975
C -0.738 -1.780 -0.969
C -4.114 1.471 -3.123
C -3.719 0.087 1.767
C 2.838 -5.004 5.861
C 2.350 2.365 -3.525
C -6.484 -0.334 -2.786
C -0.222 3.531 6.310
C 0.026 -4.906 -3.915
C -0.530 -2.720 2.650
C 0.330 6.113 3.664
C 3.110 -5.410 1.480
C -0.986 6.765 -2.963
C -2.499 6.664 -2.830
C -3.380 0.383 4.225
C -6.066 -0.311 1.282
C 3.736 6.813 -2.292
C -5.815 0.575 4.827
C -4.832 -0.940 2.008
C 0.075 -0.731 -0.191
C -4.564 -2.286 1.299
C 9.027 -3.171 3.636
H 5.655 -2.271 6.651
H -0.040 -2.398 1.731
H 2.620 1.677 -6.174
H 0.878 -9.881 -1.027
H -7.472 -2.439 -1.270
H -0.750 3.598 -3.015
H -2.514 -0.259 4.388
H -4.654 -2.515 -4.258
H 2.106 -5.564 1.876
H 1.544 1.707 -3.203
H -4.759 6.719 -4.073
H -4.761 4.445 5.542
H -2.020 -3.970 -4.253
H -2.438 -2.215 -2.850
H 4.551 -0.662 -6.073
H 0.483 -7.247 1.024
H 1.080 6.512 4.347
H 3.470 6.605 2.716
H -8.388 -1.004 -1.010
H -0.190 1.800 4.228
H -2.393 -7.900 -2.685
H 1.740 -3.623 4.886
H 0.631 -4.000 -3.940
H 1.084 2.195 6.874
H 2.079 -5.140 -1.078
H 2.213 -6.317 -2.954
H -1.189 9.280 -4.022
H 1.687 9.608 -4.644
H 4.230 2.185 3.117
H 6.422 -5.780 3.539
H -0.420 -0.355 0.705
H -2.243 0.898 -3.935
H -0.446 0.835 -1.257
H -0.715 6.416 -3.960
H -2.490 -5.397 2.068
H 8.177 -2.874 4.251
H -1.485 -6.737 -4.660
H 1.134 2.971 1.259
H -2.427 1.518 2.645
H 7.547 -2.768 -2.971
H -0.583 2.705 -4.507
H -5.991 4.218 1.837
H 0.880 -0.922 -3.643
H -1.179 -8.076 -0.112
H 8.174 -4.280 -3.550
H 0.825 5.703 2.784
H -7.027 3.686 3.866
H 5.940 6.018 -4.583
H 4.152 -4.263 2.980
H 1.331 -8.280 2.038
H -1.312 5.445 5.949
H 4.946 7.505 -4.464
H 5.675 5.030 4.103
H 3.080 -5.529 4.937
H -0.952 4.621 0.999
H -0.702 -1.755 3.127
H -1.470 -3.122 2.273
H 1.180 -4.149 0.095
H 5.948 -0.505 0.671
H 1.946 -1.337 5.670
H 5.387 -1.072 2.720
H 2.207 -7.338 -4.463
H -4.265 -1.782 -5.741
H 1.079 0.125 -5.027
H 2.398 3.231 -2.865
H -6.301 -0.223 -4.950
H 4.370 -0.279 0.117
H 2.944 0.101 5.128
H -5.566 1.302 5.600
H -2.152 1.685 -2.297
H 1.693 3.416 4.232
H 3.098 -2.515 -3.258
H 4.613 -2.147 -4.124
H 2.813 -0.655 -6.567
H -5.080 -3.140 1.737
H -3.509 -2.530 1.424
H -1.007 2.793 6.143
H -3.198 1.220 4.899
H -3.328 -8.555 -1.425
H -2.903 -3.280 -1.439
H -8.341 4.668 3.521
H 9.024 -2.519 2.763
H 0.007 10.018 -3.082
H -5.371 -1.687 6.119
H 0.385 5.533 6.195
H 1.517 7.964 -4.653
H 6.479 -1.879 -1.343
H -6.116 1.191 3.979
H -0.755 8.254 -1.701
H -6.865 5.530 5.098
H 4.362 -4.180 -1.953
H 4.174 1.300 -7.056
H 4.352 2.930 -5.254
H -1.438 -4.595 4.338
H -5.094 7.865 -2.765
H 4.877 -1.939 -1.940
H -0.148 1.790 1.317
H 0.729 -5.859 4.858
H -2.784 -0.363 1.435
H -3.990 4.101 -0.240
H 3.522 -3.494 7.134
H -3.149 -6.351 -6.363
H -0.836 7.233 -5.917
H -1.966 3.151 0.846
H 1.870 -8.755 -2.098
H 3.293 -2.866 -4.962
H 4.035 7.736 -1.796
H -4.244 0.797 -2.277
H -5.357 4.996 -0.186
H -4.232 -0.566 6.722
H 2.054 2.701 -4.519
H -4.715 3.918 3.835
H 5.655 -4.597 -0.852
H -3.877 -1.937 -1.991
H -6.878 -1.248 3.456
H 4.628 6.234 -0.164
H -0.677 -2.744 -0.464
H -3.961 -5.084 0.999
H 4.196 2.257 -1.544
H 4.606 2.064 1.483
H -4.591 1.467 -5.017
H -0.161 -5.128 -2.864
H 1.187 -1.697 -5.193
H 1.952 0.805 0.348
H 2.689 2.288 4.990
H -5.690 -1.049 -2.571
H -4.978 4.015 -1.720
H -6.692 0.029 5.177
H -7.423 2.421 2.015
H 4.664 4.117 5.061
H -4.808 8.431 -4.337
H 5.969 -2.029 4.879
H 3.068 4.949 -1.363
H -0.249 -8.215 -2.790
H 3.267 -6.391 1.030
H -1.920 4.403 -0.481
H -3.833 -6.925 -4.930
H -7.551 2.128 -0.229
H 4.700 -1.228 5.585
H -4.098 1.936 2.897
H 4.948 5.883 2.175
H -5.813 -2.863 -5.471
H 3.562 4.248 0.767
H 1.960 6.188 -1.123
H -4.783 -2.160 0.238
H 2.297 0.020 -1.906
H -4.452 -4.692 -4.027
H 6.337 7.368 -3.457
H 5.709 1.294 2.662
H 2.607 -5.850 6.508
H -1.969 -5.848 -1.259
H -6.857 -1.022 1.041
H -0.095 -5.224 6.320
H 5.229 3.023 -2.737
H 4.716 -4.764 6.799
H -0.445 6.868 3.534
H 7.836 -4.004 -1.797
H -9.072 -2.308 -1.988
H 9.910 -2.966 4.242
H 2.149 5.187 1.089
H 0.158 -6.993 -1.580
H -5.292 -5.305 -5.443
H 5.514 1.421 -2.367
H 1.868 2.046 -0.888
H -4.627 2.412 -2.929
H -7.435 3.756 -0.828
H -1.266 -4.504 -5.742
H 2.229 -0.853 3.978
H 2.242 -3.497 -1.164
H -5.817 0.035 0.279
H 0.688 7.225 -6.801
H 2.766 -5.663 -4.557
H -7.123 6.689 3.753
H -8.617 3.449 1.304
H 4.128 -2.712 0.262
H -0.330 -1.984 -1.958
H 6.293 -3.996 3.543
H -0.750 8.047 -7.459
H 0.093 -9.027 1.113
H 0.963 -1.146 0.286
H -2.911 6.643 -1.821
H -6.913 1.207 -4.166
H -3.944 0.742 0.925
H -3.744 -6.107 -1.378
H -3.562 -1.839 5.787
H 3.033 7.024 -3.098
H -0.517 5.987 -2.362
H -0.689 -3.189 5.155
H 5.564 -4.499 1.075
H -3.488 4.815 4.372
H 3.807 -1.743 2.259
H 8.067 -5.851 1.805
H -1.187 4.372 -4.581
H -0.395 3.508 7.386
H 4.323 5.823 4.941
H 5.391 1.475 -4.939
H -2.406 -4.491 0.546
H 4.287 -5.997 3.271
H 7.923 -4.069 1.522
H 1.050 1.261 3.282
H -6.458 0.546 1.829
H -6.507 0.429 -2.007
H -2.892 5.685 -3.105
*
```